ORCA calculation (the ωB97M-V functional and the def2-TZVPD basis) on one molecule with the formula C13H19N3S in a non-equilibrium geometry.

The geometry in XYZ format:
```
36
C13H19N3S, DFT the ωB97M-V functional and the def2-TZVPD basis
C 3.49700 -3.26632 -0.26538
C 2.34377 -2.60062 0.55167
C 1.16376 -2.48209 -0.15402
N 1.50240 -1.47289 -1.24627
C 0.21152 -1.83237 -2.47663
N -0.91381 -1.26010 -2.01696
C -1.07016 -0.34338 -0.99752
S -2.73704 -0.13400 -0.31359
N 0.02034 0.06398 -0.25505
C -0.01960 1.22631 0.56450
C 0.33344 0.67559 1.98088
C 0.37194 1.72341 3.10216
C -0.18559 2.90785 2.79985
C -0.72950 3.44699 1.38394
C -0.67945 2.35159 0.43228
C -1.01518 2.85796 -1.02620
C 1.36037 -0.28572 -0.78875
H 3.64820 -2.45051 -1.11508
H 4.56182 -3.37757 0.24373
H 3.11269 -4.24699 -0.83334
H 2.73167 -1.78366 1.01955
H 2.40348 -3.43522 1.45757
H 0.80100 -3.48086 -0.71534
H 0.45811 -2.19192 0.44579
H 0.72013 -1.21728 -3.36963
H 0.44228 -2.70216 -2.55997
H -1.78259 -1.72644 -2.14362
H 0.59750 -0.17260 1.94890
H 0.76984 1.44367 4.05589
H -0.29198 3.76147 3.54000
H -1.02054 4.44423 1.02235
H -1.25764 3.73339 -1.04055
H -0.53879 2.42366 -1.78237
H -2.17718 2.26568 -1.06535
H 1.62648 0.27158 -1.64477
H 1.97909 -0.07592 0.04110
```

Results
Net charge: 0
SMILES string: CCCN1CNC(=S)N(c2ccccc2C)C1
ΔE to the lowest compared entry with this formula, charge and spin, kcal per mole: 282.01

These are the natural (NBO) partial charges, in e, on atoms 1 to 6: C -0.62; C -0.42; C -0.25; N -0.40; C 0.04; N -0.65